Record 1
Molecular formula: C38H63BaF4N11OP
Method: DFT, ωB97M-V/def2-TZVPD

Cartesian coordinates (Å):
1 Ba -0.4221 -0.1089 -0.3621
2 C -0.2492 3.0312 1.9975
3 N 0.6358 1.8721 1.9238
4 C 0.7822 1.3369 3.2758
5 C 1.9409 2.2900 1.3879
6 C 2.7860 1.1138 0.8926
7 N 2.3279 0.6048 -0.3896
8 C 2.6215 1.2599 -1.5292
9 C 2.1344 0.7256 -2.7466
10 F 1.4162 -0.4444 -2.6797
11 C 2.3250 1.2946 -3.9816
12 F 1.7953 0.6768 -5.0551
13 C 3.0384 2.4650 -4.1381
14 C 3.5439 3.0184 -2.9750
15 F 4.2523 4.1522 -3.0483
16 C 3.3517 2.4591 -1.7285
17 F 3.8961 3.1040 -0.6699
18 H 0.1692 3.8222 2.6373
19 H -1.2093 2.7286 2.4163
20 H -0.4197 3.4443 1.0023
21 H -0.1871 1.0110 3.6539
22 H 1.1874 2.0965 3.9612
23 H 1.4535 0.4800 3.2874
24 H 2.4890 2.9001 2.1231
25 H 1.7454 2.9379 0.5309
26 H 2.6811 0.2876 1.6065
27 H 3.8407 1.3987 0.9102
28 H 3.2010 2.9151 -5.1055
29 C -3.9669 3.0253 1.3374
30 C -3.4244 1.6383 1.1301
31 O -2.4565 1.4215 0.3922
32 N -4.0486 0.6401 1.7689
33 C -3.6726 -0.7584 1.5933
34 C -2.5803 -1.2427 2.5234
35 C -2.8941 -1.7404 3.7792
36 C -1.8809 -2.2461 4.5777
37 C -0.5879 -2.2553 4.0852
38 C -0.3652 -1.7351 2.8238
39 N -1.3270 -1.2179 2.0630
40 H -3.5071 3.6941 0.6163
41 H -3.7276 3.3737 2.3439
42 H -5.0504 3.0464 1.2226
43 H -4.8169 0.8639 2.3785
44 H -3.3579 -0.9016 0.5585
45 H -4.5648 -1.3626 1.7503
46 H -3.9241 -1.7588 4.1134
47 H -2.1039 -2.6514 5.5558
48 H 0.2316 -2.6726 4.6537
49 H 0.6257 -1.7535 2.3855
50 N 3.7766 -4.3063 -0.4114
51 C 3.9704 -3.3332 0.7223
52 C 2.6024 -2.7764 1.0899
53 N 1.9090 -2.1847 -0.0354
54 C 1.8031 -3.0993 -1.1601
55 C 3.1493 -3.6367 -1.6103
56 H 3.1428 -5.0459 -0.0950
57 H 4.6608 -4.7439 -0.6621
58 H 4.6452 -2.5604 0.3542
59 H 4.4384 -3.8729 1.5444
60 H 2.7380 -2.0416 1.8845
61 H 1.9734 -3.5844 1.4888
62 H 2.2870 -1.2580 -0.3003
63 H 1.3165 -2.6107 -2.0014
64 H 1.1545 -3.9288 -0.8686
65 H 3.8357 -2.8511 -1.9268
66 H 3.0586 -4.3883 -2.3937
67 N -0.9043 -3.9321 0.1440
68 C -0.2129 -4.4577 0.9229
69 H -1.7330 -2.6789 -1.3141
70 N -1.8957 -1.7538 -1.7659
71 P -2.6004 -1.8217 -3.1705
72 N -4.1267 -2.4355 -3.0823
73 C -4.8378 -2.8790 -4.2821
74 C -4.9238 -4.3987 -4.3391
75 C -5.5476 -4.9504 -3.0588
76 C -4.7943 -4.4474 -1.8295
77 C -4.7180 -2.9266 -1.8363
78 N -1.7158 -2.6107 -4.3273
79 C -0.6623 -3.5455 -3.9274
80 C -0.7643 -4.8454 -4.7153
81 C -0.7584 -4.5776 -6.2173
82 C -1.8451 -3.5715 -6.5886
83 C -1.7054 -2.3031 -5.7569
84 N -2.7533 -0.2888 -3.7992
85 C -1.5122 0.4525 -4.0285
86 C -1.7159 1.5465 -5.0655
87 C -2.8471 2.4770 -4.6378
88 C -4.1115 1.6783 -4.3321
89 C -3.8323 0.5783 -3.3172
90 H -4.3431 -2.4767 -5.1668
91 H -5.8473 -2.4504 -4.2611
92 H -3.9119 -4.7981 -4.4548
93 H -5.4986 -4.7031 -5.2168
94 H -5.5610 -6.0412 -3.0818
95 H -6.5924 -4.6240 -2.9986
96 H -3.7751 -4.8475 -1.8123
97 H -5.2825 -4.7835 -0.9118
98 H -4.1249 -2.5617 -1.0018
99 H -5.7276 -2.5030 -1.7492
100 H -0.7290 -3.7371 -2.8567
101 H 0.3137 -3.0736 -4.1233
102 H -1.6897 -5.3545 -4.4310
103 H 0.0599 -5.5063 -4.4344
104 H -0.8910 -5.5070 -6.7732
105 H 0.2175 -4.1717 -6.5083
106 H -2.8325 -4.0102 -6.4129
107 H -1.7872 -3.3156 -7.6486
108 H -2.4996 -1.5927 -5.9778
109 H -0.7535 -1.8127 -6.0117
110 H -0.7197 -0.2331 -4.3241
111 H -1.1863 0.9382 -3.0891
112 H -1.9548 1.0806 -6.0261
113 H -0.7815 2.0969 -5.1943
114 H -3.0417 3.2240 -5.4088
115 H -2.5394 3.0249 -3.7388
116 H -4.4881 1.2185 -5.2508
117 H -4.8992 2.3315 -3.9502
118 H -4.7195 -0.0296 -3.1497
119 H -3.5488 1.0272 -2.3517

Calculated values
ΔE to the lowest compared entry with this formula, charge and spin (kcal/mol): 5.6
Spin multiplicity: 1
Net charge: +1
HOMO-LUMO gap (eV): 6.830
Largest force on an atom (eV Å⁻¹): 0.90

---

Record 2
Molecular formula: C38H63I2N2O17PS5
Method: DFT, ωB97M-V/def2-TZVPD

Cartesian coordinates (Å):
1 C 3.9133 -1.0473 1.3410
2 C 3.8341 0.5480 1.3260
3 N 2.9169 1.0773 0.2940
4 C 2.0242 2.0759 0.7580
5 C 0.9676 1.6571 1.6686
6 C -0.0267 2.6278 2.1578
7 C -0.0191 4.0302 1.7872
8 P -1.3284 5.1170 2.5018
9 O -2.6558 4.8501 1.8799
10 O -0.9995 6.7350 2.4692
11 O -1.4707 4.7274 4.1194
12 C 1.0527 4.4586 0.8468
13 C 1.0128 5.9599 0.4090
14 C -0.3294 6.2136 -0.4113
15 O -0.5535 7.3629 -0.6933
16 C 2.0634 3.5090 0.3433
17 C 3.1734 3.9784 -0.6603
18 I 5.1858 3.4891 0.0864
19 C 2.8999 3.4606 -2.1691
20 C 1.5394 2.6896 -2.3450
21 I 4.5825 2.3324 -3.0250
22 C -0.9597 1.7695 3.0406
23 O -1.9276 2.0292 3.7134
24 N -0.6301 0.3485 3.0093
25 C -1.7057 -0.5450 2.5290
26 C -1.8827 -0.5777 0.9722
27 C -2.5217 0.7177 0.3600
28 O -2.4782 0.5961 -1.0983
29 C 0.5961 0.2946 2.2612
30 O 1.1125 -0.8010 2.1824
31 H 3.4415 -1.4697 2.2703
32 H 3.3694 -1.4474 0.4431
33 H 4.9708 -1.4176 1.3417
34 H 3.5504 0.9207 2.3492
35 H 4.9023 0.8808 1.1909
36 H 3.3861 1.3327 -0.5746
37 H -0.3969 6.9221 3.2186
38 H -0.5994 4.3507 4.3746
39 H 1.8342 6.2564 -0.2843
40 H 1.0863 6.6471 1.2912
41 H -1.0335 5.3808 -0.6952
42 H 3.2101 5.0957 -0.7384
43 H 2.8292 4.3637 -2.8351
44 H 1.5199 1.6773 -1.8697
45 H 0.6804 3.3240 -1.9905
46 H 1.3740 2.5389 -3.4471
47 H -1.4231 -1.5899 2.8409
48 H -2.6806 -0.3524 3.0466
49 H -0.9565 -0.8323 0.3972
50 H -2.6121 -1.4106 0.7572
51 H -3.6163 0.8051 0.6149
52 H -1.9887 1.6702 0.6059
53 H -2.4868 1.5228 -1.3943
54 C -0.9036 -3.8927 -3.5714
55 C -2.2547 -3.3924 -3.0525
56 C -2.2858 -1.8766 -3.2470
57 S -1.2212 -1.5265 -4.6448
58 O -0.0842 -0.7663 -4.1809
59 O -2.0276 -1.0938 -5.7631
60 C -0.7004 -3.2131 -4.9201
61 H -0.8832 -4.9782 -3.6627
62 H -0.1141 -3.5984 -2.8852
63 H -3.0610 -3.8566 -3.6286
64 H -2.4081 -3.6565 -2.0042
65 H -3.2910 -1.5177 -3.4623
66 H -1.8856 -1.3569 -2.3770
67 H 0.3343 -3.2311 -5.2590
68 H -1.3526 -3.6444 -5.6815
69 C 2.3362 -5.2120 1.6921
70 C 0.8263 -4.9646 1.7602
71 C 0.4591 -4.0471 0.5910
72 S 1.6686 -4.3633 -0.6941
73 O 2.4574 -3.1719 -0.8866
74 O 1.0302 -5.0434 -1.7987
75 C 2.6375 -5.5420 0.2344
76 H 2.6447 -6.0195 2.3570
77 H 2.8721 -4.3057 1.9889
78 H 0.2967 -5.9165 1.6622
79 H 0.5320 -4.5232 2.7132
80 H -0.5377 -4.2615 0.2071
81 H 0.5319 -2.9944 0.8703
82 H 3.6908 -5.4390 -0.0213
83 H 2.2837 -6.5412 -0.0246
84 C 2.6022 4.1162 8.4863
85 C 1.0992 4.4037 8.5590
86 C 0.7531 5.3351 7.3935
87 S 1.9514 4.9908 6.1065
88 O 2.7708 6.1603 5.9142
89 O 1.2897 4.3283 5.0020
90 C 2.8901 3.7833 7.0269
91 H 2.8904 3.2983 9.1472
92 H 3.1633 5.0061 8.7848
93 H 0.5444 3.4669 8.4589
94 H 0.8190 4.8489 9.5142
95 H -0.2501 5.1482 7.0115
96 H 0.8538 6.3833 7.6745
97 H 3.9448 3.8585 6.7677
98 H 2.5083 2.7949 6.7657
99 C -7.8773 -1.6176 0.7134
100 C -7.5028 -0.1716 1.0540
101 C -6.7118 -0.1988 2.3654
102 S -5.9105 -1.8004 2.4332
103 O -6.4636 -2.5464 3.5356
104 O -4.4861 -1.6284 2.2613
105 C -6.6053 -2.4329 0.9140
106 H -8.2545 -1.7090 -0.3057
107 H -8.6574 -1.9674 1.3954
108 H -6.8787 0.2401 0.2559
109 H -8.3846 0.4643 1.1402
110 H -5.9549 0.5841 2.3966
111 H -7.3684 -0.1147 3.2311
112 H -6.7890 -3.5019 1.0079
113 H -5.8865 -2.2435 0.1148
114 C 2.0705 -2.8269 -8.7051
115 C 3.5116 -3.1458 -8.2948
116 C 3.5202 -4.5624 -7.7114
117 S 2.1685 -5.4369 -8.5001
118 O 1.1803 -5.7555 -7.4983
119 O 2.7025 -6.4341 -9.3948
120 C 1.5741 -4.0537 -9.4619
121 H 2.0138 -1.9278 -9.3194
122 H 1.4597 -2.6653 -7.8123
123 H 4.1580 -3.1066 -9.1761
124 H 3.8959 -2.4219 -7.5750
125 H 4.4547 -5.0799 -7.9222
126 H 3.3344 -4.5538 -6.6373
127 H 0.4895 -4.0986 -9.5441
128 H 2.0295 -4.1167 -10.4514

Calculated values
Spin multiplicity: 1
HOMO-LUMO gap (eV): 7.763
Largest force on an atom (eV Å⁻¹): 4.27